[1]
C4H13NO2 | ωB97M-V/def2-TZVPD

```
! wB97M-V def2-TZVPD RIJCOSX def2/J DEFGRID3
* xyz 0 1
O -0.9055 -0.8811 1.6125
O 1.5021 1.8699 -2.0873
H 1.6238 1.4869 0.0607
H -1.4571 1.1699 -1.3256
H 0.0185 1.1083 -2.0681
H -0.6602 -1.5285 -1.3660
N -0.7757 0.5325 -1.7309
C -1.9793 -0.9946 2.4405
C 1.5416 0.4711 0.4628
H 2.5229 0.2104 0.8533
H -1.0184 -0.5004 0.0748
C -0.3956 -0.5734 -0.8951
H -1.8936 -1.9319 3.0483
H 1.5368 -0.0644 -1.5679
H 1.5104 -1.5061 -0.4095
C 1.1092 -0.5164 -0.6318
H 1.8660 2.3815 -2.8176
H -2.0696 -0.2228 3.2085
H 0.8216 0.4562 1.2845
H -2.8979 -0.9671 1.8540
*
```

Summary:
Highest occupied orbital energy: -8.56 eV
Kohn-Sham gap: 4.17 eV
Energy relative to the best compared isomer or geometry (same formula, charge and spin): 193.7 kcal per mole

---

[2]
C4H13NO2 | ωB97M-V/def2-TZVPD

```
! wB97M-V def2-TZVPD RIJCOSX def2/J DEFGRID3
* xyz 0 1
C 0.6014 -0.1722 -1.1797
H 1.9940 -3.0247 -0.1253
H -0.1687 -0.5021 -1.8799
H -1.5036 1.4018 0.8379
H 0.7245 1.1649 0.4997
C -1.2661 1.3222 -0.2361
H 1.5191 -0.0721 -1.7574
H -1.8585 0.4629 -0.5387
C 0.2408 1.1262 -0.4790
H 0.6167 2.0130 -0.9992
H 1.7399 -2.4803 -1.6545
C 0.7960 -1.3436 -0.2189
O -0.3962 -0.9997 3.0191
H -0.1668 -1.8884 -0.1809
O -1.8231 2.4400 -0.9196
H -1.1306 3.0706 -1.1289
H 0.9833 -1.1059 0.8278
N 1.8864 -2.1916 -0.6918
H 0.0168 -0.8020 3.8742
H -1.1726 -0.4289 3.0037
*
```

Summary:
SMILES: NCCCCO.O
Highest occupied orbital energy: -8.97 eV
Kohn-Sham gap: 9.63 eV
Energy relative to the best compared isomer or geometry (same formula, charge and spin): 23.0 kcal per mole

---

[3]
C4H13NO2 | ωB97M-V/def2-TZVPD

```
! wB97M-V def2-TZVPD RIJCOSX def2/J DEFGRID3
* xyz 0 1
C -0.0090 0.3360 -0.0082
N -0.5751 -1.8881 0.8155
H -0.8550 3.1874 -3.7339
H -1.2737 -1.5226 1.4340
C -0.0860 -3.1729 1.3255
C 1.1073 1.4146 -0.1176
H 1.2369 -1.3534 -0.1288
H 1.8238 1.1508 -0.8961
H 0.5490 2.3162 -0.3432
H 0.8174 -2.9598 1.9358
O -0.6731 4.0797 -3.3962
H 0.8805 -0.6432 1.5515
C 0.5034 -0.9476 0.5663
H -1.2191 4.1270 -2.6281
H 1.6610 1.3706 0.8208
H -1.8311 0.7964 0.4377
H -0.4707 0.2790 -0.9999
O -1.0005 0.9226 0.8758
H -0.8082 -3.6660 1.9711
H 0.2222 -3.8268 0.5179
*
```

Summary:
SMILES: CNC[C@H](C)O.O
Highest occupied orbital energy: -8.73 eV
Kohn-Sham gap: 9.29 eV
Energy relative to the best compared isomer or geometry (same formula, charge and spin): 24.6 kcal per mole

---

[4]
C4H13NO2 | ωB97M-V/def2-TZVPD

```
! wB97M-V def2-TZVPD RIJCOSX def2/J DEFGRID3
* xyz 0 1
H -2.0682 0.7086 1.6897
H 3.6401 -0.5838 0.2506
O 0.4301 0.0202 1.3829
C -1.3505 -1.3542 0.0182
H -0.5692 -2.0171 -0.3543
H 0.7213 -0.8967 1.4636
O 2.2533 0.7929 -0.0252
H -2.7002 1.1750 0.0955
H -1.3136 2.0306 0.7826
C -0.2001 0.5354 -1.1848
H 3.1844 -0.4037 -1.2935
C -0.8853 0.0775 0.0078
H 1.4200 0.4718 0.8513
C -1.7933 1.0569 0.6967
N 2.8186 -0.5020 -0.3475
H -0.0030 -0.2421 -1.9217
H 0.9191 0.8271 -0.8380
H -2.2133 -1.4457 -0.6488
H -1.6488 -1.6691 1.0176
H -0.6412 1.4187 -1.6427
*
```

Summary:
Highest occupied orbital energy: -8.14 eV
Kohn-Sham gap: 8.88 eV
Energy relative to the best compared isomer or geometry (same formula, charge and spin): 88.4 kcal per mole

---

[5]
C4H13NO2 | ωB97M-V/def2-TZVPD

```
! wB97M-V def2-TZVPD RIJCOSX def2/J DEFGRID3
* xyz 0 1
H -1.8879 -2.3681 -0.0670
H 1.4421 -2.0951 0.4302
H 2.2984 1.2102 0.4642
N 2.4660 0.4312 -1.4474
C 1.9769 0.3261 -0.0796
H 0.2919 0.2117 1.1977
H -1.4407 -1.4132 1.3272
H 2.2906 1.3565 -1.8188
H -0.2662 -1.0990 -1.4428
H 2.5194 -0.4938 0.4114
C -0.1128 -1.1929 -0.3690
C 0.4774 0.1451 0.1210
O 0.7033 -2.3254 -0.1428
H -2.1714 -0.6393 -0.1124
H -3.2551 2.1368 1.2316
C -1.4860 -1.4064 0.2419
O -2.6375 2.8605 1.3911
H -0.1099 0.9213 -0.3751
H -3.0820 3.6615 1.0863
H 1.9836 -0.2276 -2.0476
*
```

Summary:
SMILES: C[C@H](O)CCN.O
Highest occupied orbital energy: -9.33 eV
Kohn-Sham gap: 10.03 eV
Energy relative to the best compared isomer or geometry (same formula, charge and spin): 12.8 kcal per mole

---

[6]
C4H13NO2 | ωB97M-V/def2-TZVPD

```
! wB97M-V def2-TZVPD RIJCOSX def2/J DEFGRID3
* xyz 0 1
O -0.1607 2.7699 -0.1854
H -2.1667 0.1581 -0.0533
H 0.0494 -1.7403 -1.2375
C -0.0751 -0.3891 0.4435
C 0.2573 -0.6450 -0.9660
N 0.5999 -1.4090 1.2652
H 2.2926 -0.7772 -0.5719
C -1.5934 -0.3945 0.6897
H -0.6198 -0.1130 -1.7597
H 1.8434 -0.6643 -2.3547
H -2.1453 -1.4401 0.7585
O -1.6610 0.0783 1.9809
C 1.6615 -0.2903 -1.3671
H 0.3566 0.6302 0.8294
H 0.4421 3.4829 -0.2492
H 1.6234 0.8135 -1.3243
H -1.1249 0.8895 2.1505
H 0.2392 -1.6350 2.1828
H 0.8550 -2.2408 0.7442
H -0.6735 2.9162 -0.9754
*
```

Summary:
SMILES: CC[C@H](N)CO.O
Highest occupied orbital energy: -8.61 eV
Kohn-Sham gap: 9.17 eV
Energy relative to the best compared isomer or geometry (same formula, charge and spin): 43.5 kcal per mole

---

[7]
C4H13NO2 | ωB97M-V/def2-TZVPD

```
! wB97M-V def2-TZVPD RIJCOSX def2/J DEFGRID3
* xyz 0 1
H -3.1614 0.2597 2.2369
H 0.2436 -1.6438 -1.5705
C -2.2284 0.8118 2.1236
O -0.1653 -1.5047 -2.4334
H -0.4171 2.1630 0.5891
H 1.3196 -1.3410 1.4573
C -0.0561 0.1648 0.8370
O 2.5967 0.0655 -2.4097
H -1.3572 -1.1540 1.9320
H 2.3827 0.2674 -1.4953
H -0.4251 -0.0919 2.8947
C -1.0214 -0.1218 1.9842
H 0.2664 1.3869 -0.7730
N -0.2738 1.3071 0.0779
H 1.7326 -0.2715 -0.0242
C 1.0356 -0.6091 0.7267
H -2.3658 1.4236 1.2374
H -2.1897 1.4903 2.9687
H 1.7420 -0.1568 -2.8050
H -1.1237 -1.5226 -2.3204
*
```

Summary:
SMILES: C=C(N)CC.O.O
Highest occupied orbital energy: -8.63 eV
Kohn-Sham gap: 9.33 eV
Energy relative to the best compared isomer or geometry (same formula, charge and spin): 24.8 kcal per mole

---

[8]
C4H13NO2 | ωB97M-V/def2-TZVPD

```
! wB97M-V def2-TZVPD RIJCOSX def2/J DEFGRID3
* xyz 0 1
H 0.0918 -1.9044 0.2813
H 2.4643 0.5102 2.1682
N 0.5005 0.1145 -0.2788
H -0.1864 1.5838 0.8938
O 2.3074 1.2639 1.5180
H -2.5714 1.5007 0.7990
H 1.7470 0.7114 0.9573
H -1.8721 1.6468 -0.9816
H -0.1179 -1.5674 -1.4922
H -0.8539 -0.0370 1.4300
C -1.9319 0.9522 0.0261
H -3.1576 -0.8031 0.4534
O 1.9392 -1.5383 -0.8548
H -2.4929 -0.9743 -1.1298
C 0.5566 -1.3266 -0.6675
H 0.4499 0.7882 -1.1414
H 2.2219 -0.7820 -1.4198
C -2.9328 -0.1441 -0.4199
C -0.6096 0.5929 0.5471
H -3.6933 0.2737 -1.0873
*
```

Summary:
SMILES: CCCNCO.O
Highest occupied orbital energy: -9.73 eV
Kohn-Sham gap: 10.52 eV
Energy relative to the best compared isomer or geometry (same formula, charge and spin): 53.0 kcal per mole

---

> Which of these has the lowest highest occupied orbital energy?

number 8

---

> The highest energy relative to the best compared isomer or geometry (same formula, charge and spin) belongs to which entry?

number 1

---

> Among the records above, which one has the lowest energy relative to the best compared isomer or geometry (same formula, charge and spin)?

number 5